# 1
93
Properties=species:S:1:pos:R:3 method="wB97M-V/def2-TZVPD" charge=+1 lumo_ev=-3.468 orbital_gap_ev=6.31
C 0.967 -1.875 4.436
C -0.407 -2.462 4.658
O -0.752 -3.295 3.507
B -0.651 -4.605 3.847
O -1.764 -5.319 4.148
N 0.675 -5.333 3.880
C 1.415 -5.203 2.761
N 1.108 -4.465 1.647
N 2.538 -5.843 2.685
O 3.007 -6.595 3.715
H 0.925 -1.353 3.491
H 1.697 -2.662 4.311
H 1.254 -1.210 5.234
H -1.146 -1.689 4.764
H -0.399 -3.096 5.548
H -1.835 -5.536 5.090
H 1.212 -5.071 4.705
H 1.104 -3.468 1.823
H 0.263 -4.774 1.178
H 3.105 -5.774 1.845
H 2.940 -7.533 3.469
C 3.378 -4.050 -1.121
O 3.488 -5.387 -1.573
C 2.343 -6.196 -1.329
C 1.559 -6.466 -2.596
N 0.885 -5.265 -3.070
C 0.340 -5.356 -4.427
C 1.284 -5.661 -5.587
O 2.190 -4.624 -5.905
C 3.342 -4.544 -5.091
H 4.373 -3.608 -1.141
H 2.734 -3.457 -1.777
H 2.992 -4.004 -0.099
H 1.704 -5.760 -0.556
H 2.716 -7.154 -0.948
H 0.808 -7.235 -2.389
H 2.261 -6.870 -3.335
H 1.533 -4.490 -3.041
H -0.132 -4.394 -4.637
H -0.460 -6.103 -4.423
H 0.660 -5.783 -6.474
H 1.818 -6.611 -5.459
H 3.692 -5.531 -4.777
H 3.165 -3.915 -4.213
H 4.129 -4.070 -5.676
C -1.454 2.018 -2.900
O -0.818 2.268 -1.660
C -1.693 2.680 -0.615
C -1.887 1.581 0.410
N -2.673 0.474 -0.122
C -2.654 -0.738 0.691
C -1.316 -1.412 0.985
O -0.687 -2.029 -0.128
C 0.019 -1.158 -0.999
H -0.678 1.957 -3.660
H -2.001 1.068 -2.897
H -2.141 2.825 -3.166
H -2.650 3.032 -1.009
H -1.211 3.527 -0.120
H -2.405 1.997 1.281
H -0.887 1.262 0.732
H -2.334 0.243 -1.045
H -3.279 -1.471 0.175
H -3.149 -0.520 1.644
H -1.514 -2.227 1.677
H -0.612 -0.740 1.496
H 0.492 -0.334 -0.459
H -0.636 -0.763 -1.777
H 0.797 -1.741 -1.493
C -2.743 6.287 1.814
O -1.925 6.290 0.660
C -2.493 6.962 -0.461
C -1.815 8.289 -0.730
N -2.124 9.273 0.299
C -1.291 10.477 0.271
C 0.222 10.336 0.416
O 0.665 9.931 1.698
C 0.585 8.545 1.961
H -2.332 5.552 2.506
H -2.744 7.259 2.319
H -3.772 6.005 1.575
H -3.573 7.084 -0.342
H -2.327 6.315 -1.327
H -2.157 8.668 -1.697
H -0.737 8.093 -0.807
H -2.028 8.842 1.208
H -1.638 11.114 1.087
H -1.502 11.015 -0.658
H 0.646 11.331 0.266
H 0.662 9.698 -0.360
H 0.787 7.946 1.070
H -0.390 8.275 2.377
H 1.337 8.307 2.714

=====

# 2
96
Properties=species:S:1:pos:R:3 method="wB97M-V/def2-TZVPD" charge=+1 lumo_ev=-3.437 orbital_gap_ev=6.58
C 2.946 3.592 -3.000
N 2.403 2.280 -3.409
C 1.091 2.394 -4.029
C 0.062 1.460 -3.298
C -1.188 1.672 -4.046
N -2.055 2.353 -3.401
C -3.332 2.807 -3.997
O -4.099 3.429 -3.024
N -4.128 4.910 -3.271
O -3.885 5.482 -2.308
C -1.653 2.594 -2.002
C -0.213 2.048 -1.898
H 2.230 4.126 -2.375
H 3.882 3.459 -2.466
H 3.148 4.214 -3.880
H 3.021 1.982 -4.156
H 1.110 2.125 -5.091
H 0.695 3.416 -3.978
H 0.437 0.435 -3.310
H -1.377 1.325 -5.056
H -3.104 3.517 -4.799
H -3.856 1.952 -4.422
H -1.905 3.550 -1.556
H -2.286 1.910 -1.425
H 0.447 2.881 -1.681
H -0.174 1.345 -1.078
C -2.449 4.705 1.341
S -0.811 4.044 1.672
O -0.609 2.909 0.713
C -1.185 3.321 3.259
H -2.435 5.177 0.360
H -3.177 3.893 1.357
H -2.692 5.452 2.097
H -2.000 2.605 3.145
H -1.463 4.110 3.957
H -0.294 2.819 3.628
C -1.405 -3.794 -2.530
S -1.112 -2.034 -2.449
O 0.343 -1.793 -2.658
C -1.436 -1.860 -0.693
H -1.213 -4.120 -3.551
H -0.726 -4.305 -1.847
H -2.443 -3.998 -2.262
H -0.752 -2.501 -0.137
H -2.472 -2.136 -0.492
H -1.270 -0.819 -0.420
C 5.046 7.084 -1.858
S 6.038 6.635 -3.288
O 5.961 5.155 -3.417
C 7.624 7.020 -2.542
H 4.005 6.875 -2.100
H 5.356 6.486 -1.001
H 5.168 8.147 -1.651
H 7.751 6.426 -1.638
H 7.667 8.085 -2.315
H 8.397 6.766 -3.265
C -3.833 -6.598 -4.106
S -4.646 -5.124 -3.485
O -4.444 -5.114 -2.004
C -6.324 -5.681 -3.773
H -2.761 -6.470 -3.971
H -4.179 -7.465 -3.543
H -4.059 -6.711 -5.166
H -6.491 -6.612 -3.231
H -6.475 -5.823 -4.842
H -6.997 -4.909 -3.405
C 2.345 0.696 6.589
S 1.592 2.322 6.633
O 0.795 2.463 5.379
C 3.110 3.245 6.383
H 1.552 -0.042 6.685
H 2.870 0.561 5.643
H 3.039 0.602 7.424
H 3.575 2.930 5.449
H 3.780 3.069 7.225
H 2.851 4.300 6.336
C -4.639 -6.822 0.544
S -4.185 -8.551 0.623
O -5.106 -9.269 -0.300
C -4.772 -8.858 2.293
H -4.395 -6.467 -0.455
H -5.711 -6.718 0.719
H -4.074 -6.257 1.288
H -5.835 -8.621 2.349
H -4.202 -8.247 2.993
H -4.616 -9.912 2.511
C 4.937 -2.731 7.554
S 6.022 -2.779 6.121
O 5.903 -1.457 5.454
C 5.028 -3.936 5.172
H 5.360 -2.022 8.262
H 3.945 -2.402 7.242
H 4.889 -3.720 8.009
H 4.030 -3.521 5.027
H 4.977 -4.888 5.699
H 5.515 -4.074 4.210

=====

# 3
94
Properties=species:S:1:pos:R:3 method="wB97M-V/def2-TZVPD" charge=0 lumo_ev=-0.557 orbital_gap_ev=7.77
Na -1.777 1.820 -0.395
C -0.064 -0.638 -1.491
O -1.222 0.019 -1.853
H 0.785 0.038 -1.217
H -0.196 -1.281 -0.601
H 0.394 -1.211 -2.319
C -2.997 -4.998 7.066
O -2.570 -3.652 6.958
C -2.375 -3.231 5.628
C -1.394 -4.084 4.800
N -1.268 -3.495 3.482
C -2.022 -4.210 2.450
C -1.837 -3.509 1.134
O -2.602 -4.122 0.132
C -2.112 -3.880 -1.162
H -2.145 -5.679 7.019
H -3.777 -5.238 6.340
H -3.429 -5.102 8.064
H -1.918 -2.240 5.656
H -3.333 -3.112 5.098
H -1.719 -5.128 4.796
H -0.451 -4.001 5.347
H -0.290 -3.453 3.221
H -3.062 -4.206 2.792
H -1.765 -5.278 2.388
H -0.766 -3.475 0.875
H -2.099 -2.447 1.258
H -2.526 -4.590 -1.875
H -1.018 -3.970 -1.211
H -2.347 -2.867 -1.518
C 1.229 1.283 1.478
O 0.516 1.283 2.701
C 0.667 0.068 3.377
C -0.090 0.123 4.695
N 0.286 1.243 5.562
C 1.636 1.086 6.167
C 2.686 2.016 5.596
O 2.679 3.316 6.141
C 1.537 4.078 5.851
H 0.979 0.360 0.942
H 2.315 1.300 1.624
H 0.963 2.144 0.865
H 1.725 -0.183 3.547
H 0.246 -0.764 2.787
H 0.099 -0.816 5.217
H -1.155 0.209 4.471
H 0.341 2.053 4.952
H 1.975 0.058 6.032
H 1.539 1.310 7.230
H 2.639 2.031 4.497
H 3.677 1.627 5.847
H 1.237 4.010 4.796
H 1.754 5.122 6.075
H 0.672 3.791 6.463
C 3.623 -1.409 -2.774
O 3.952 -0.101 -3.236
C 2.871 0.794 -3.072
C 3.342 2.169 -3.448
N 3.534 2.295 -4.894
C 3.326 3.622 -5.455
C 1.837 3.888 -5.750
O 1.232 2.792 -6.410
C 1.699 2.547 -7.734
H 2.672 -1.730 -3.205
H 3.592 -1.400 -1.680
H 4.439 -2.040 -3.115
H 2.604 0.816 -2.004
H 2.022 0.500 -3.700
H 4.287 2.394 -2.942
H 2.650 2.954 -3.096
H 2.971 1.616 -5.385
H 3.858 3.634 -6.413
H 3.713 4.407 -4.809
H 1.708 4.792 -6.356
H 1.320 3.957 -4.790
H 2.363 1.682 -7.736
H 2.322 3.381 -8.091
H 0.846 2.520 -8.405
C -4.195 2.172 -2.628
O -3.636 2.711 -1.659
N -5.167 2.829 -3.344
N -3.807 0.950 -3.062
H -5.243 3.803 -3.119
H -5.467 2.470 -4.231
H -2.964 0.562 -2.649
H -4.236 0.515 -3.856
C -1.369 0.003 -5.358
O -1.702 0.014 -6.536
N -1.759 -0.960 -4.470
N -0.536 0.959 -4.819
H -1.647 -0.794 -3.463
H -2.495 -1.573 -4.770
H -0.499 1.059 -3.817
H -0.307 1.674 -5.493

=====

# 4
105
Properties=species:S:1:pos:R:3 method="wB97M-V/def2-TZVPD" charge=0 lumo_ev=-0.013 orbital_gap_ev=10.23
C -1.419 -9.958 -21.970
C -2.467 -10.765 -21.205
O -3.748 -10.768 -21.825
S -4.712 -9.479 -21.558
C -6.234 -10.250 -22.141
O -4.753 -9.350 -20.110
O -4.345 -8.435 -22.465
H -0.487 -10.061 -21.404
H -1.608 -8.895 -21.804
H -1.280 -10.214 -23.013
H -2.175 -11.819 -21.241
H -2.456 -10.522 -20.141
H -6.056 -11.321 -22.037
H -6.495 -9.873 -23.122
H -7.077 -10.144 -21.457
C 4.232 -17.967 -21.164
C 2.891 -17.735 -21.885
O 1.963 -17.097 -21.031
S 0.889 -16.002 -21.566
C -0.286 -17.064 -22.494
O 0.250 -15.431 -20.408
O 1.560 -15.225 -22.582
H 4.757 -17.058 -20.876
H 4.878 -18.465 -21.890
H 4.129 -18.608 -20.289
H 3.222 -17.127 -22.731
H 2.458 -18.664 -22.255
H -0.688 -17.775 -21.780
H 0.238 -17.428 -23.372
H -1.066 -16.392 -22.851
C -1.034 -13.041 -24.399
C -2.506 -13.538 -24.399
O -3.211 -13.013 -25.498
S -4.629 -13.734 -25.799
C -4.099 -15.180 -26.843
O -5.198 -14.123 -24.536
O -5.333 -12.846 -26.683
H -0.472 -13.357 -23.520
H -1.025 -11.956 -24.255
H -0.550 -13.288 -25.341
H -2.372 -14.623 -24.470
H -2.867 -13.289 -23.402
H -3.635 -15.901 -26.179
H -3.357 -14.845 -27.564
H -5.032 -15.412 -27.346
C -2.748 -14.753 -20.352
C -4.055 -13.972 -20.158
O -5.153 -14.893 -20.129
S -5.935 -15.023 -18.692
C -4.538 -15.790 -17.704
O -6.203 -13.644 -18.305
O -6.948 -16.009 -18.863
H -2.454 -15.290 -19.451
H -1.940 -14.079 -20.633
H -2.828 -15.532 -21.113
H -3.958 -13.363 -19.259
H -4.180 -13.345 -21.039
H -3.857 -15.030 -17.341
H -4.098 -16.514 -18.381
H -5.096 -16.319 -16.935
C -9.848 -13.051 -18.552
C -10.334 -12.452 -17.237
O -11.769 -12.693 -17.138
S -12.388 -13.275 -15.787
C -13.823 -14.058 -16.587
O -11.521 -14.315 -15.286
O -12.741 -12.151 -14.945
H -10.379 -12.812 -19.473
H -9.741 -14.120 -18.383
H -8.843 -12.670 -18.757
H -9.821 -13.070 -16.501
H -10.189 -11.395 -17.040
H -13.505 -14.609 -17.466
H -14.522 -13.290 -16.907
H -14.219 -14.690 -15.795
C -2.148 -16.503 -15.038
C -1.058 -15.499 -14.633
O -0.908 -14.416 -15.560
S -2.025 -13.202 -15.549
C -1.201 -12.058 -14.434
O -2.073 -12.541 -16.817
O -3.224 -13.751 -14.956
H -3.084 -16.502 -14.483
H -1.726 -17.500 -14.902
H -2.334 -16.300 -16.091
H -1.005 -15.210 -13.583
H -0.136 -16.024 -14.900
H -0.331 -12.565 -14.025
H -1.835 -11.909 -13.560
H -1.041 -11.158 -15.014
C -4.456 -10.139 -15.312
C -5.116 -10.836 -16.478
O -6.554 -10.955 -16.335
S -7.440 -9.703 -16.796
C -7.609 -10.127 -18.594
O -8.699 -9.722 -16.108
O -6.640 -8.495 -16.665
H -4.560 -9.063 -15.437
H -3.426 -10.473 -15.194
H -4.949 -10.451 -14.388
H -4.936 -10.308 -17.414
H -4.719 -11.850 -16.478
H -7.559 -9.164 -19.099
H -8.661 -10.392 -18.661
H -6.793 -10.819 -18.750

=====

# 5
84
Properties=species:S:1:pos:R:3 method="wB97M-V/def2-TZVPD" charge=0 lumo_ev=0.658 orbital_gap_ev=10.37
C -2.594 -2.245 1.410
C -3.205 -3.474 0.774
C -3.940 -3.165 -0.507
O -2.278 -4.520 0.624
H -3.447 -1.541 1.331
H -1.744 -1.984 0.788
H -2.276 -2.397 2.404
H -3.942 -3.797 1.510
H -4.251 -4.081 -1.072
H -3.305 -2.467 -1.104
H -4.764 -2.521 -0.131
H -1.481 -4.199 0.205
C -4.736 1.033 -1.175
C -3.791 1.696 -0.145
C -3.988 3.240 -0.133
O -3.976 1.187 1.174
H -4.591 1.510 -2.138
H -5.750 1.179 -0.874
H -4.410 -0.012 -1.247
H -2.773 1.527 -0.442
H -3.400 3.703 0.656
H -4.988 3.465 0.107
H -3.649 3.679 -1.056
H -3.415 0.454 1.267
C 4.091 -1.011 -0.763
C 3.204 -1.736 0.299
C 3.587 -1.555 1.730
O 1.855 -1.316 0.102
H 3.837 0.073 -0.845
H 3.942 -1.455 -1.739
H 5.178 -1.144 -0.601
H 3.234 -2.845 0.131
H 2.930 -2.109 2.398
H 3.748 -0.485 2.004
H 4.534 -2.080 1.886
H 1.786 -0.565 -0.583
C 0.800 -3.207 -3.109
C 0.688 -4.199 -1.965
C 2.076 -4.829 -1.701
O 0.280 -3.457 -0.829
H -0.153 -2.708 -3.263
H 1.103 -3.715 -4.012
H 1.531 -2.452 -2.871
H -0.109 -4.891 -2.118
H 2.776 -4.118 -1.282
H 2.416 -5.300 -2.646
H 1.988 -5.698 -1.024
H 0.834 -2.656 -0.674
C -1.352 0.436 3.814
C -0.899 1.412 2.792
C -0.546 2.772 3.289
O 0.358 1.014 2.208
H -2.357 0.650 4.133
H -0.686 0.248 4.686
H -1.521 -0.521 3.255
H -1.647 1.490 2.021
H -0.055 3.272 2.468
H 0.127 2.611 4.170
H -1.399 3.363 3.613
H 0.282 0.133 1.909
C -0.666 0.242 -1.775
C 0.458 0.942 -2.514
C 0.173 2.384 -2.958
O 1.699 0.872 -1.763
H -0.322 -0.765 -1.640
H -1.623 0.367 -2.327
H -0.736 0.720 -0.751
H 0.513 0.221 -3.364
H -0.723 2.433 -3.631
H 1.118 2.850 -3.424
H -0.134 2.999 -2.066
H 1.801 1.725 -1.342
C 3.470 5.088 0.348
C 3.269 3.570 0.244
C 3.460 2.821 1.558
O 1.926 3.304 -0.343
H 4.522 5.230 0.661
H 2.874 5.595 1.072
H 3.403 5.486 -0.722
H 3.857 3.238 -0.567
H 2.948 3.327 2.376
H 4.494 2.681 1.835
H 3.082 1.811 1.520
H 1.367 3.160 0.464